No. 1
A structure of composition C12H12CuINO2S6 at a distorted geometry. Source: the OMol25 dataset; level of theory: wB97M-V/def2-TZVPD.

```
35
Properties=species:S:1:pos:R:3:lowdin_spin:R:1
Cu -15.0157 -3.0652 -6.3429 0.05
S -8.5067 -1.2506 -8.7214 0.10
C -9.9954 -1.6948 -8.2637 0.00
S -10.8543 -3.0967 -8.8220 0.01
C -12.3244 -2.8441 -7.8982 0.17
C -12.3735 -1.6899 -7.1160 0.13
S -13.6882 -1.0815 -6.4198 0.27
S -10.8691 -0.7021 -7.1924 -0.01
S -13.5584 -3.9839 -7.9831 0.23
N -15.1949 -0.5940 -10.1189 0.00
C -16.2895 -0.5973 -9.3488 0.00
O -16.9251 0.4300 -9.0688 0.00
C -16.8089 -2.0297 -9.1612 0.00
I -17.6273 -2.4808 -7.2963 0.00
H -14.8509 0.3061 -10.4159 0.00
H -14.6157 -1.4432 -10.0554 0.00
H -16.0280 -2.8381 -9.3777 0.01
H -17.5296 -2.1174 -9.9175 0.00
C -16.9596 -3.0017 -2.0873 0.00
S -16.3619 -2.3196 -3.6467 0.00
O -15.9985 -3.5236 -4.5661 0.00
C -14.8547 -1.5451 -3.2594 0.01
C -13.7754 -2.3697 -3.3763 0.01
C -12.5274 -1.8001 -3.1747 0.00
C -12.3523 -0.5034 -2.7902 0.00
C -13.4635 0.3749 -2.7781 0.00
C -14.7091 -0.1822 -3.0253 0.00
H -16.2327 -3.4802 -1.5258 0.00
H -17.8771 -3.5948 -2.3028 0.00
H -17.4141 -2.2085 -1.5422 0.00
H -13.9439 -3.4327 -3.4769 0.00
H -11.6142 -2.3637 -3.1584 0.00
H -11.3472 -0.2259 -2.4816 0.00
H -13.5231 1.4531 -2.4970 0.00
H -15.6589 0.3421 -2.8539 0.00
```

Values from the calculation:
ΔE to the lowest compared entry with this formula, charge and spin in kcal/mol: 28.6
2S+1: 2
E in eV: -135975.0024
Highest occupied orbital energy (spin up / spin down) in Ha: -0.26549 / -0.29098
LUMO energy (spin up / spin down) in eV: -0.019 / -1.728
⟨S²⟩: 0.77
Kohn-Sham gap (spin up / spin down) in eV: 7.2 / 6.2

---

No. 2
The ion C12H12F2P with charge +1 at a distorted geometry. Source: the OMol25 dataset; level of theory: wB97M-V/def2-TZVPD.

```
27
Properties=species:S:1:pos:R:3:mulliken_charge:R:1
C 3.2902 0.1549 0.2354 -0.52
C 2.8653 1.2998 -0.4426 -0.38
C 2.3229 -0.7019 0.7546 -0.62
C 1.5323 1.5685 -0.7574 -0.91
C 0.9075 -0.3957 0.5336 0.78
C 0.5797 0.7714 -0.1565 0.88
C -0.1762 -1.3627 1.0187 0.06
C -0.8209 1.2984 -0.3518 0.07
C -0.9503 -1.0317 1.9657 -0.63
C -1.3220 2.2384 0.3617 -1.09
C -0.2887 -2.5201 0.2444 -0.68
C -1.6463 0.5635 -1.4178 -0.96
F -3.1469 -1.0283 -0.0426 -0.24
F -3.1184 -1.4155 -2.3477 -0.25
P -2.0630 -1.1754 -1.1357 0.71
H 4.4456 -0.0322 0.1784 0.29
H 3.7605 1.9865 -0.7260 0.28
H 2.4672 -1.7135 1.2209 0.36
H 1.0692 2.4223 -1.1628 0.56
H -1.7292 -1.6894 2.2304 0.37
H -1.0799 -0.0320 2.3539 0.33
H -2.3203 2.6018 0.3558 0.40
H -0.6466 2.6808 1.0832 0.34
H 0.2851 -2.6162 -0.6319 0.48
H -0.7301 -3.4580 0.7341 0.35
H -2.5237 1.0095 -1.7372 0.64
H -0.9631 0.5769 -2.3608 0.39
```

Values from the calculation:
E in eV: -27353.0884
Highest occupied orbital energy (spin up / spin down) in Ha: -0.47232 / -0.47232
Charge: +1
LUMO energy (spin up / spin down) in eV: -6.336 / -6.335
Kohn-Sham gap (spin up / spin down) in eV: 6.5 / 6.5

---

No. 3
The molecule C12H12F3N3O2S2 at a distorted geometry. Source: the OMol25 dataset; level of theory: wB97M-V/def2-TZVPD.

```
34
Properties=species:S:1:pos:R:3:mulliken_charge:R:1
C 0.6772 -1.2113 1.6216 -0.98
N 1.3206 -0.4045 2.6722 0.22
O 1.3476 -0.9709 3.9638 -0.45
C 1.7364 0.9171 2.5756 0.65
O 2.2456 1.4673 3.5628 -0.78
N 1.6333 1.5700 1.4187 -0.06
C 1.8945 3.0099 1.2939 -0.67
C 0.9666 3.5632 0.2422 -0.66
S -0.8109 3.3215 0.7965 -0.14
C -1.3464 1.8659 -0.0714 0.44
N -0.5693 1.2577 -0.9083 -0.38
C -1.1362 0.0781 -1.3372 -0.67
C -0.4853 -0.8952 -2.1295 -0.25
C -1.0789 -2.1695 -2.4267 -0.09
C -0.3823 -3.1694 -3.2925 0.88
F 0.5912 -2.6067 -4.0564 -0.26
F 0.2478 -4.0821 -2.5036 -0.24
F -1.2942 -3.7799 -4.1303 -0.26
C -2.3662 -2.4000 -1.9093 -0.73
C -3.0022 -1.4322 -1.1267 -0.47
C -2.3828 -0.1909 -0.8274 1.00
S -2.9248 1.0965 0.1822 -0.25
H 0.8031 -2.3104 1.7618 0.34
H 1.2283 -1.0682 0.6805 0.37
H -0.3788 -1.0394 1.5263 0.29
H 1.7067 -0.2836 4.5241 0.35
H 1.2283 1.0247 0.6610 0.11
H 2.9419 3.1236 0.9306 0.27
H 1.7234 3.5282 2.2536 0.39
H 1.1371 4.6437 0.1464 0.45
H 1.1743 3.1296 -0.7514 0.37
H 0.5066 -0.6404 -2.5034 0.47
H -2.9327 -3.3073 -2.1157 0.40
H -4.0193 -1.6349 -0.7240 0.34
```

Values from the calculation:
ΔE to the lowest compared entry with this formula, charge and spin in kcal/mol: 0.0
Structure (SMILES): CN(O)C(=O)NCCSc1nc2cc(C(F)(F)F)ccc2s1
E in eV: -51026.4470
Highest occupied orbital energy in Ha: -0.31467
LUMO energy in eV: 0.118
Kohn-Sham gap in eV: 8.7

---

No. 4
A structure of composition C12H12N2O2ReS4Sb at a distorted geometry. Source: the OMol25 dataset; level of theory: wB97M-V/def2-TZVPD.

```
34
Properties=species:S:1:pos:R:3:mulliken_charge:R:1
Re 0.6433 1.0148 -1.4438 1.17
C 4.5176 2.4738 -0.5523 -1.37
C 3.2298 1.8128 -0.2232 0.81
O 2.3566 1.6730 -1.1590 -0.56
C 2.9733 1.3216 1.0567 -0.99
C 1.8370 0.6000 1.4471 1.25
C 1.7758 0.0189 2.8108 -1.23
N 0.8061 0.3843 0.6162 0.45
N -0.1492 -0.4259 1.0022 -0.85
C -0.9836 -0.7723 0.0498 0.71
O -0.7216 -0.3057 -1.1541 -0.55
C -2.0818 -1.6745 0.2718 0.61
C -2.6255 -1.8454 1.5589 -0.33
C -3.6539 -2.7413 1.7467 -0.73
C -4.1232 -3.4973 0.6704 -0.34
C -3.5855 -3.3352 -0.6062 -0.71
C -2.5878 -2.4111 -0.8175 -0.33
H 5.1872 1.7340 -0.9988 0.34
H 4.3822 3.2605 -1.2938 0.40
H 4.9958 2.8671 0.3373 0.41
H 3.7441 1.4622 1.7970 0.39
H 2.6970 0.1835 3.3628 0.41
H 0.9422 0.4460 3.3702 0.34
H 1.5742 -1.0518 2.7386 0.37
H -2.2404 -1.2522 2.3736 0.44
H -4.0978 -2.8651 2.7221 0.43
H -4.9168 -4.2122 0.8210 0.42
H -3.9487 -3.9344 -1.4271 0.43
H -2.1593 -2.2711 -1.7995 0.43
S -3.0750 2.0122 -4.1065 -0.25
Sb -1.0204 2.9823 -3.9075 0.93
S 0.3999 0.8399 -3.6549 -0.08
S -0.5709 2.8775 -1.2128 -0.14
S 0.4780 4.6319 -4.3969 -0.26
```

Values from the calculation:
ΔE to the lowest compared entry with this formula, charge and spin in kcal/mol: 32.5
E in eV: -71704.1954
Highest occupied orbital energy (spin up / spin down) in Ha: -0.54008 / -0.53996
Charge: +2
LUMO energy (spin up / spin down) in eV: -10.638 / -10.641
Kohn-Sham gap (spin up / spin down) in eV: 4.1 / 4.1

---

No. 5
The molecule C12H12N2S at a distorted geometry. Source: the OMol25 dataset; level of theory: wB97M-V/def2-TZVPD.

```
27
Properties=species:S:1:pos:R:3:mulliken_charge:R:1
C -2.8330 -0.3347 0.4702 -1.16
C -1.8463 0.8311 0.1006 0.84
C -1.6445 1.8868 1.0357 -0.12
N -1.2649 2.7792 1.7037 -0.54
C -0.4266 0.3775 -0.2561 -1.24
C 0.4396 -0.2697 0.6125 1.51
C 0.6197 -0.3887 1.9685 -0.35
C 1.7109 -0.9690 2.5763 -0.65
C 2.6982 -1.5124 1.8183 -0.35
C 2.6753 -1.4741 0.4804 -0.49
C 1.6113 -0.8305 -0.2518 -0.02
N 1.4783 -0.5473 -1.4909 -0.81
C 0.0837 0.2045 -1.6277 1.58
C 0.1676 1.5129 -2.3543 -1.95
S -0.8746 -0.8044 -2.7125 -0.24
H -3.9381 -0.1608 0.3492 0.34
H -2.5326 -1.3143 -0.1766 0.26
H -2.7602 -0.7212 1.5045 0.34
H -2.1064 1.4095 -0.8697 0.27
H -0.1316 0.0715 2.7060 0.22
H 1.6618 -1.1748 3.6465 0.36
H 3.6888 -1.6510 2.3752 0.27
H 3.4845 -2.0113 -0.0481 0.34
H 0.7190 1.2973 -3.3141 0.47
H 0.6541 2.2329 -1.8590 0.41
H -0.8208 1.8338 -2.5536 0.52
H -0.5131 -0.2728 -3.8334 0.18
```

Values from the calculation:
ΔE to the lowest compared entry with this formula, charge and spin in kcal/mol: 83.1
Structure (SMILES): C[C@@H](C#N)C1=c2ccccc2=N[C@@]1(C)S
E in eV: -26450.4857
Highest occupied orbital energy (spin up / spin down) in Ha: -0.29862 / -0.29863
LUMO energy (spin up / spin down) in eV: -1.196 / -1.196
Kohn-Sham gap (spin up / spin down) in eV: 6.9 / 6.9

---

No. 6
A cluster of 2 separate species, C12H12NSe in total at a distorted geometry. Source: the OMol25 dataset; level of theory: wB97M-V/def2-TZVPD.

```
26
Properties=species:S:1:pos:R:3:mulliken_charge:R:1
C -3.4204 -1.9473 -0.2038 -0.32
C -2.0620 -1.8597 -0.2670 -0.77
C -4.1686 -0.8361 0.1744 -0.25
C 4.1782 -0.3496 0.6451 -0.17
C 3.6283 -0.4294 -0.7179 -0.80
C 3.4538 0.3560 1.6009 -0.78
C -1.4071 -0.5573 -0.0940 -0.10
C -3.6426 0.4708 0.3768 -0.56
C 2.4490 0.2104 -0.8706 0.26
C 2.2230 0.8402 1.2315 0.05
C -2.2247 0.5481 0.2046 0.59
C -0.3179 2.1380 -1.0011 -0.46
N 1.7386 0.8347 0.0126 -0.08
Se -1.3804 2.2380 0.3753 0.37
H -4.0182 -2.9436 -0.3751 0.28
H -1.3867 -2.4552 -0.7060 0.47
H -5.2466 -1.0596 0.3125 0.32
H 5.0612 -0.8378 0.8172 0.47
H 4.1872 -0.8599 -1.6012 0.33
H 3.9106 0.5986 2.5531 0.38
H -0.3751 -0.4265 -0.3344 0.24
H -4.0866 1.1444 1.0613 0.36
H 2.0025 0.3468 -1.8945 0.26
H 1.6409 1.4441 2.0106 0.19
H -0.0783 1.2759 -1.4557 0.45
H 0.2385 3.0667 -1.2054 0.29
```

Values from the calculation:
ΔE to the lowest compared entry with this formula, charge and spin in kcal/mol: 0.0
E in eV: -79464.6337
Highest occupied orbital energy (spin up / spin down) in Ha: -0.47720 / -0.47720
Charge: +1
LUMO energy (spin up / spin down) in eV: -5.404 / -5.405
Kohn-Sham gap (spin up / spin down) in eV: 7.6 / 7.6

---

No. 7
A structure of composition C12H13BN6O2Pt at a distorted geometry. Source: the OMol25 dataset; level of theory: wB97M-V/def2-TZVPD.

```
35
Properties=species:S:1:pos:R:3:lowdin_spin:R:1
Pt 9.8145 13.2527 1.7700 0.19
B 12.1644 15.3427 1.7718 0.73
N 12.7024 14.0294 1.7448 0.13
C 14.0064 13.5179 1.7570 0.05
C 13.9176 12.1739 1.7796 0.01
C 12.5395 11.8003 1.7641 0.04
N 11.8192 12.9462 1.7519 0.04
N 10.8761 15.9491 1.7726 0.23
C 10.4938 17.2906 1.8233 0.57
C 9.0875 17.3579 1.7806 0.31
C 8.6169 16.0195 1.7857 0.18
N 9.6859 15.1778 1.7352 0.50
H 13.7541 18.0870 2.1400 0.02
H 13.5355 18.1353 1.3969 0.02
H 14.8362 14.2108 1.8314 0.01
H 14.7183 11.4601 1.8647 0.00
H 12.1199 10.7806 1.7887 0.00
H 11.2499 18.0937 1.9259 0.02
H 8.5204 18.2465 1.8252 0.01
H 7.5926 15.6577 1.7915 0.01
O 7.7767 13.1515 1.7009 0.26
N 7.2176 11.9507 1.8460 0.06
N 8.0809 10.9602 1.7289 0.04
O 9.4363 11.2451 1.8187 0.03
C 7.6526 9.6234 1.7196 0.15
C 6.2724 9.3284 1.7054 0.09
C 5.9130 7.9557 1.6979 0.02
C 6.9227 6.9899 1.7219 0.19
C 8.2736 7.3286 1.7671 0.04
C 8.7064 8.6525 1.7312 0.06
H 5.4823 10.0787 1.8989 0.00
H 4.8674 7.6468 1.6159 0.00
H 6.6751 5.9337 1.8356 0.01
H 9.0157 6.5687 1.9538 0.00
H 9.7273 9.0209 1.8636 0.00
```

Values from the calculation:
ΔE to the lowest compared entry with this formula, charge and spin in kcal/mol: 20.6
2S+1: 5
E in eV: -29587.0592
Highest occupied orbital energy (spin up / spin down) in Ha: -0.45050 / -0.58359
Charge: +2
LUMO energy (spin up / spin down) in eV: -8.172 / -10.858
⟨S²⟩: 6.07
Kohn-Sham gap (spin up / spin down) in eV: 4.1 / 5.0